Record 1
Computed, not measured: a 2-piece molecular cluster, C2H3FN2O overall in a non-equilibrium geometry, with wB97M-V/def2-TZVPD.

Calculated values
HOMO-LUMO gap = 10.62 eV
HOMO = -11.27 eV

```
! wB97M-V def2-TZVPD RIJCOSX def2/J DEFGRID3
* xyz 0 1
F 1.636 -0.152 -0.911
O -0.252 -0.034 0.762
N 0.573 2.137 -0.067
N 1.316 1.817 0.846
C -0.887 -0.940 -0.090
C 0.575 0.836 0.318
H -0.940 -1.900 0.477
H -1.890 -0.752 -0.486
H -0.130 -1.011 -0.850
*
```



Record 2
Computed, not measured: a 2-piece molecular cluster, C10H14N3O3 overall in a non-equilibrium geometry, with wB97M-V/def2-TZVPD.

Calculated values
HOMO-LUMO gap = 6.09 eV
HOMO = -3.71 eV

```
! wB97M-V def2-TZVPD RIJCOSX def2/J DEFGRID3
* xyz -1 1
O -3.163 -2.377 -0.628
O 4.712 2.620 0.870
O 4.272 1.490 -1.068
N -2.862 -2.098 -2.853
N 3.160 -0.416 1.491
N -1.401 -3.369 -1.641
C -2.518 -2.600 -1.640
C 3.982 1.685 0.177
C -0.457 0.139 1.745
C 2.753 0.838 0.755
C -2.444 0.675 0.065
C -1.725 1.923 -0.527
C 1.742 1.720 1.665
C 0.257 1.368 1.132
C -1.863 -0.216 1.192
C -0.317 2.276 0.020
H 0.325 3.152 -0.340
H -0.857 -3.564 -2.461
H 2.151 0.473 -0.162
H 3.248 -1.127 0.735
H -3.462 0.395 -0.360
H 1.899 2.843 1.546
H -3.685 -1.521 -2.893
H -2.150 2.591 -1.343
H -2.345 -2.269 -3.696
H 1.799 1.470 2.776
H -2.376 -1.137 1.627
H -1.113 -3.760 -0.759
H 2.338 -0.760 2.032
H 0.103 -0.444 2.546
*
```



Record 3
Computed, not measured: C3H2NP as an isolated structure in a non-equilibrium geometry, with wB97M-V/def2-TZVPD.

Calculated values
HOMO-LUMO gap = 8.05 eV
HOMO = -9.07 eV

```
! wB97M-V def2-TZVPD RIJCOSX def2/J DEFGRID3
* xyz 0 1
P -0.784 0.609 -0.190
N 0.624 2.381 -2.223
C -0.125 -0.805 1.493
C 0.276 1.579 -1.464
C -0.098 -1.143 0.252
H 0.067 -0.741 2.563
H 0.040 -1.881 -0.432
*
```



Record 4
Computed, not measured: an isolated ion of composition C11H6ClN4O5 and charge -1 in a non-equilibrium geometry, with wB97M-V/def2-TZVPD.

Calculated values
structure (SMILES) = [O-][N+]([O-])=C1C=Nc2no[n+]([O-])c2[C@@H]1Oc1ccc(Cl)cc1
HOMO-LUMO gap = 7.63 eV
HOMO = -4.87 eV

```
! wB97M-V def2-TZVPD RIJCOSX def2/J DEFGRID3
* xyz -1 1
Cl -3.074 -1.290 2.078
O 3.468 2.561 -1.098
O 2.059 4.223 -1.472
O -0.028 3.558 0.624
O 0.015 6.640 2.983
O 1.248 5.510 4.601
N 2.105 4.447 4.673
N 0.789 5.737 3.191
N 2.685 3.453 -0.688
N 3.083 3.063 2.973
C 1.205 4.345 1.104
C -0.175 1.516 1.867
C 2.491 3.598 0.690
C -2.103 0.034 1.554
C -2.494 0.804 0.441
C -1.714 1.945 0.086
C 2.268 4.037 3.357
C -0.570 2.358 0.849
C 3.222 2.920 1.626
C 1.398 4.751 2.506
C -0.937 0.363 2.247
H 1.049 5.266 0.450
H 0.714 1.689 2.442
H 3.940 2.168 1.306
H -0.627 -0.255 3.103
H -3.403 0.512 -0.125
H -2.039 2.506 -0.797
*
```



Record 5
Computed, not measured: C16H37AlBBeBr2Cl5NO17PSSiV as an isolated structure in a non-equilibrium geometry, with wB97M-V/def2-TZVPD.

Calculated values
HOMO-LUMO gap = 1.65 eV
HOMO = -8.27 eV

```
! wB97M-V def2-TZVPD RIJCOSX def2/J DEFGRID3
* xyz 1 1
Br -0.426 -0.507 -4.469
Br -3.772 -0.216 -5.987
V 0.718 -7.914 1.351
Cl 2.660 -3.286 -1.643
Cl 1.533 0.512 6.334
Cl 1.388 3.307 7.093
Cl 3.054 2.511 4.877
Cl 3.801 1.815 7.571
S -0.274 -5.488 -1.866
P 5.703 5.292 6.672
Si 0.492 -0.929 0.393
Al -4.823 -2.149 -2.665
O 2.112 -4.263 1.543
O -0.978 -4.222 -2.097
O -0.898 -6.066 -0.523
O -0.503 -6.428 -2.924
O 5.267 5.398 8.129
O 6.393 3.948 6.457
O 6.660 6.435 6.359
O 1.377 -8.522 2.731
O 1.171 4.810 -1.668
O -0.055 -7.236 -0.129
O 4.490 5.381 5.751
O 1.164 -5.252 -1.644
O -0.293 -4.254 1.302
O -5.438 -3.723 2.296
O -0.280 3.221 -2.059
O 2.537 1.862 0.081
O 3.123 0.675 -1.688
N -4.542 0.329 1.252
C 1.758 7.018 -2.525
C -2.141 -1.000 -6.716
C 2.262 5.671 -2.054
C -1.366 -1.738 -5.654
C 2.265 0.961 -0.905
C 0.499 4.038 -2.508
C 0.774 0.765 2.627
C -3.737 -1.522 -0.180
C 1.416 -0.504 1.987
C -4.226 -0.076 -0.121
C 0.892 0.295 -1.021
C 2.450 2.043 6.472
C 0.643 4.245 -3.991
C -1.355 -0.853 0.796
C 1.037 -2.662 -0.183
C -2.200 -1.721 -0.184
B 0.959 -3.807 0.951
Be -1.656 2.070 -0.131
H -1.637 0.249 0.863
H 0.077 1.016 -1.187
H 1.276 0.949 3.579
H -5.142 0.055 -0.736
H -2.473 -1.687 -7.491
H -5.675 -4.625 1.989
H 2.497 -0.410 1.824
H -4.679 -3.745 2.919
H -4.675 1.333 1.296
H 1.624 4.604 -4.289
H 2.251 -2.583 -0.436
H 0.538 -2.976 -1.127
H 2.903 5.182 -2.788
H 1.144 7.484 -1.755
H -6.212 -3.262 2.690
H 1.192 -1.332 2.691
H 2.594 7.677 -2.755
H 0.929 -0.318 -1.936
H 0.497 3.286 -4.485
H -2.038 -2.766 0.132
H 2.570 -3.531 1.980
H -0.124 4.941 -4.328
H -4.132 -2.060 0.717
H -3.787 0.075 1.878
H -3.488 0.654 -0.512
H -0.302 0.623 2.810
H -0.371 -4.134 2.260
H 1.759 2.439 0.145
H -4.114 -1.963 -1.152
H -0.589 -2.352 -6.104
H -1.539 -1.240 1.819
H -1.799 -1.670 -1.212
H -1.582 -0.189 -7.172
H -1.993 -2.361 -5.024
H 0.862 1.643 1.977
H 1.137 6.926 -3.417
H 2.866 5.803 -1.158
*
```



Record 6
Computed, not measured: one molecule with the formula C4H8O2, with wB97M-V/def2-TZVPD.

Calculated values
structure (SMILES) = COC[C@H]1CO1
HOMO-LUMO gap = 11.13 eV
HOMO = -10.05 eV

```
! wB97M-V def2-TZVPD RIJCOSX def2/J DEFGRID3
* xyz 0 1
O -2.057 -1.088 -0.400
O 0.288 1.164 -0.491
C 1.080 2.091 0.202
C 0.098 -0.007 0.260
C -1.255 -2.187 0.005
C -0.653 -0.995 -0.587
H 0.555 2.484 1.087
H -1.194 -2.343 1.084
H -0.335 -1.024 -1.630
H -1.344 -3.092 -0.596
H 1.079 -0.424 0.553
H 1.303 2.912 -0.483
H -0.473 0.188 1.184
H 2.025 1.628 0.530
*
```